Record 1
{"formula": "C5H9NO", "method": "the ωB97M-V functional and the def2-TZVPD basis", "symbols": ["N", "C", "C", "C", "C", "C", "O", "H", "H", "H", "H", "H", "H", "H", "H", "H"], "xyz": [[-0.448321, 0.468009, -2.410017], [-0.440418, 0.142533, -1.088967], [0.033075, 1.108993, -0.262035], [0.818371, 0.749499, 0.947815], [0.701885, -0.767682, 1.151372], [-0.668408, -1.252046, 0.693004], [-0.761443, -1.113869, -0.733761], [-1.172459, 0.184837, -3.058385], [0.014238, 1.381680, -2.328133], [-0.423099, 2.084633, -0.374573], [0.440802, 1.303115, 1.810501], [1.885319, 1.019343, 0.842892], [1.449401, -1.301032, 0.549650], [0.867086, -1.026069, 2.198586], [-1.469119, -0.669178, 1.173673], [-0.826908, -2.312767, 0.888381]], "forces_ev_per_angstrom": [[0.09, 0.13, 0.15], [0.11, 0.21, 0.23], [-0.42, -0.21, 0.71], [-0.15, -0.09, 0.37], [0.03, -0.14, 0.17], [0.07, -0.15, 0.22], [0.42, 0.05, -0.12], [0.02, 0.41, 0.16], [-0.72, -0.34, -1.67], [0.73, 0.30, -0.41], [0.07, -0.13, 0.24], [-0.35, -0.03, 0.01], [-0.07, 0.11, 0.13], [0.01, -0.13, -0.02], [0.13, -0.07, -0.18], [0.03, 0.09, 0.00]], "lowdin_charge": [0.133, -0.457, -0.116, -0.216, -0.171, -0.172, -0.007, 0.102, 0.103, 0.101, 0.102, 0.108, 0.122, 0.110, 0.134, 0.122], "lumo_energy_ev": 1.08, "charge": 0, "smiles": "NC1=CCCCO1", "e_homo_ev": -7.4, "homo_lumo_gap_ev": 8.4795, "total_energy_ha": -325.86126}



Record 2
{"formula": "C5H10FNS", "method": "the ωB97M-V functional and the def2-TZVPD basis", "symbols": ["F", "C", "C", "C", "N", "C", "C", "S", "H", "H", "H", "H", "H", "H", "H", "H", "H", "H"], "xyz": [[0.181993, 1.852931, 0.741127], [-0.121107, 1.070709, -0.321970], [-1.706559, 0.847426, -0.389890], [-1.803018, -0.674571, -0.104035], [-0.537863, -1.118029, 0.496446], [0.459342, -0.374206, -0.198886], [1.750004, -0.372730, 0.608749], [3.236815, 0.245783, -0.185089], [0.326246, 1.554408, -1.209941], [-2.078455, 1.087712, -1.348640], [-2.160123, 1.447679, 0.396999], [-2.091491, -1.255180, -1.011496], [-2.612863, -0.949005, 0.656109], [-0.585429, -0.647205, 1.391601], [0.733656, -0.840404, -1.154208], [1.838753, -1.346736, 1.076876], [1.543608, 0.284357, 1.431921], [3.626493, -0.812938, -0.875677]], "forces_ev_per_angstrom": [[0.28, 0.47, 1.22], [-0.99, -0.89, -2.65], [2.37, -0.87, 1.02], [-2.15, -0.91, 0.78], [-1.07, -0.15, -0.07], [1.47, 1.00, -0.14], [-0.58, -0.38, 0.32], [0.00, 0.64, 0.25], [-0.48, 0.00, 0.30], [-0.53, 0.46, -0.93], [-0.07, 0.06, -0.14], [0.64, 0.37, 0.48], [0.87, 0.57, -1.06], [0.18, -0.41, 0.69], [-0.71, 0.33, -0.20], [0.47, -0.30, -0.23], [0.40, 0.53, 0.54], [-0.12, -0.52, -0.17]], "lowdin_charge": [-0.003, -0.290, -0.072, -0.214, -0.029, -0.399, -0.550, 0.737, 0.144, 0.085, 0.109, 0.115, 0.128, 0.110, 0.147, 0.085, 0.059, -0.161], "lumo_energy_ev": 0.92, "charge": 0, "smiles": "F[C@@H]1CCN[C@@H]1CS", "e_homo_ev": -9.2, "homo_lumo_gap_ev": 10.1121, "total_energy_ha": -749.29745}